No. 1
C42H37F15GeIrN3OSTe | ωB97M-V with the def2-TZVPD basis set

```
102
Properties=species:S:1:pos:R:3:forces:R:3:lowdin_spin:R:1
H -3.750229 1.636908 -1.654884 0.0 0.0 0.0 0.00
H 1.919244 -2.205036 -8.746822 0.0 0.0 0.0 0.00
C 2.084864 -2.037631 -4.619502 0.0 0.0 0.0 0.01
F -3.469261 -1.611551 5.102222 0.0 0.0 0.0 0.00
H -4.720326 -1.532979 -1.967875 0.0 0.0 0.0 0.00
H -3.916257 0.447567 -0.372846 -0.1 0.0 -0.1 0.00
F -0.864463 2.594208 3.361588 0.0 0.0 0.0 0.00
H -1.397667 -2.806478 -0.959704 0.0 0.0 0.0 0.00
S -2.093671 -0.272678 2.374918 -0.2 0.1 0.2 0.44
H 0.414460 4.531365 -1.136163 0.0 0.0 0.0 0.00
F -0.973441 2.212238 6.250720 0.0 0.0 0.0 0.00
C 3.216033 1.623476 -4.766034 0.0 0.1 0.1 0.02
H -1.131381 5.699852 -3.278099 0.0 0.0 0.0 0.00
C -3.344762 -2.243314 -0.520008 -0.1 0.0 0.1 0.01
F 0.841979 -3.796868 7.707505 0.0 0.0 0.0 0.00
H -1.846341 2.535515 -4.144499 0.0 0.0 0.0 0.00
H 2.338051 3.681164 -0.309671 0.0 0.0 0.0 0.00
C 2.192677 2.649261 -0.622165 0.1 0.0 0.1 0.01
C 3.392136 -0.865111 0.902642 0.1 0.0 0.0 0.00
H 1.972524 2.052080 0.265544 0.0 0.0 0.0 0.00
O 1.355846 -1.016123 2.130955 0.2 -0.2 -0.1 0.17
C 0.390616 2.196973 3.631280 0.0 0.1 -0.1 0.00
C 2.702934 -1.462109 -6.892061 0.0 0.0 0.0 0.00
F 0.111255 -1.341845 6.854799 0.0 0.0 0.0 0.00
C -0.329672 -3.218356 3.839248 0.0 -0.1 0.0 0.00
C 0.612325 0.911545 4.088786 -0.1 0.2 0.1 0.01
C 0.065705 -2.371454 5.994677 0.0 0.0 0.1 0.00
F 2.220484 -0.672535 4.763091 0.1 0.1 0.1 0.00
H -3.793210 -1.650768 0.279012 0.0 0.0 0.0 0.00
C -4.158885 1.038203 7.443626 0.1 0.0 -0.1 0.00
C 0.444516 -4.687745 5.565323 0.0 0.1 -0.1 0.00
H 0.608810 -2.769031 -3.225875 0.0 0.0 0.0 0.01
Ge -0.896565 -0.307882 4.254684 0.2 -0.2 -0.1 0.06
H -1.414005 1.731630 -1.164551 -0.1 0.0 0.0 0.01
N -1.897966 -2.323068 -0.217597 0.1 -0.1 0.1 0.14
C -0.820148 3.675320 -2.659675 0.1 0.0 0.0 0.01
C -4.303340 -0.129409 6.705754 0.1 0.1 0.0 0.00
C 0.233708 3.659233 -1.752325 0.0 0.0 0.0 0.00
H -2.230822 1.897482 0.244507 0.0 0.0 0.0 0.00
H -3.787938 -3.241023 -0.461104 0.0 0.0 0.0 0.00
C 3.014342 -0.181732 -6.462776 0.0 -0.1 0.0 0.01
F 0.812969 -5.892799 5.970231 0.0 0.0 0.0 0.00
H -1.855949 -0.484351 -2.150240 -0.1 0.0 0.0 0.00
H 1.452441 -4.028448 -4.126955 0.0 0.0 0.0 0.00
F 0.043811 -5.503412 3.392647 0.0 0.0 0.0 0.00
C -2.170227 0.280034 5.612153 0.0 0.0 -0.1 0.01
H 3.140119 2.292655 -1.032331 0.0 0.0 0.0 0.01
H 3.825162 -1.100516 1.871568 0.0 0.0 0.0 0.00
H 2.363703 2.289008 -4.920244 0.0 0.0 0.0 0.00
C 1.413090 3.103336 3.413643 0.1 -0.1 0.0 0.00
H 0.001918 0.277321 -5.161424 0.1 0.0 0.0 0.00
C -3.310018 -0.479740 5.808905 -0.1 -0.1 0.0 0.00
F 1.157935 4.326284 2.951019 0.0 0.0 0.0 0.00
Ir -0.766191 -0.424971 0.536922 -0.3 0.3 -0.4 2.49
H -1.778685 -2.889175 0.619971 0.1 0.0 -0.1 0.00
F -0.688784 -3.093678 2.549658 -0.1 0.0 0.0 0.01
C -1.026755 2.545135 -3.435578 0.0 0.0 0.0 0.00
H 3.579355 -2.682822 -8.422715 0.0 0.0 0.0 0.00
N 1.111982 -0.456351 -0.030535 0.2 -0.2 0.4 0.55
C -3.251721 0.796678 -1.165226 -0.1 -0.1 0.0 0.01
N -2.016018 1.242982 -0.502953 0.2 0.0 0.1 0.14
H -3.352553 -2.361624 -2.664611 0.0 0.0 0.0 0.00
F 3.718481 3.561967 3.466370 0.0 0.0 0.0 0.00
H -0.402793 -0.706198 -3.769096 0.0 -0.1 0.0 0.00
H -1.628756 0.323321 -4.506567 0.1 0.0 -0.1 0.00
C 2.385690 -0.730463 -4.224388 -0.1 0.1 0.0 0.12
C 1.922501 0.558003 4.342666 0.2 -0.1 0.0 0.00
C 0.842828 1.430701 -2.423908 -0.1 0.0 -0.1 0.01
Te 2.177144 -0.184424 -2.154850 0.0 0.1 -0.1 0.50
H 3.391373 0.539657 -7.178142 0.0 0.0 0.0 0.00
F -5.094352 1.396605 8.307482 0.0 0.0 0.0 0.00
C 2.720571 2.715038 3.674540 -0.2 -0.1 0.0 0.00
C 0.455428 -3.619002 6.450267 0.0 0.0 -0.1 0.00
C 2.866414 -1.862909 -8.327758 0.0 0.0 -0.1 0.00
C 2.246566 -2.382057 -5.951206 0.0 0.0 0.0 0.00
C 1.577930 -3.061675 -3.642968 0.0 -0.1 0.0 0.02
H -2.020072 5.253505 -1.830660 0.0 0.0 0.0 0.00
H 4.034734 1.979957 -5.388666 0.0 0.0 0.0 0.00
C -0.342764 -2.132394 4.694628 0.0 0.0 0.0 0.01
C 2.869718 0.209038 -5.132117 0.0 -0.1 -0.1 0.03
F -2.882000 2.938813 7.982877 0.0 0.0 0.0 0.00
F -5.379779 -0.891697 6.864377 0.0 0.0 0.0 0.00
C -3.636874 -1.646433 -1.888384 0.0 0.0 0.0 0.00
C 0.051347 -4.485202 4.250063 0.0 0.1 0.1 0.00
C -0.218648 1.411546 -3.342414 0.0 0.1 0.1 0.01
H 3.224348 -1.031970 -8.932413 0.0 0.0 0.0 0.00
H 2.015543 -3.392470 -6.267183 0.0 0.0 0.0 0.00
H 3.678291 -1.637427 0.186956 0.0 0.0 0.0 0.00
C -2.055510 1.433610 6.366686 0.0 0.1 0.1 0.00
C -0.576772 0.260220 -4.238173 0.2 -0.1 -0.2 0.00
C -3.027979 1.825724 7.274424 0.0 -0.1 -0.1 0.00
F 4.228994 1.056292 4.384626 0.0 0.0 0.0 0.00
H 3.528385 1.732265 -3.725386 0.0 0.0 0.0 0.01
H 3.797567 0.080915 0.539338 0.0 0.0 0.0 0.00
H -3.169000 0.008088 -3.181575 -0.1 -0.1 0.1 0.00
H -2.564490 4.683761 -3.413212 0.0 0.0 0.0 0.00
C 2.977159 1.436476 4.146866 -0.1 0.0 0.0 0.00
C 1.896948 -0.789279 1.041519 -0.3 0.0 0.0 0.09
H 2.264063 -3.201662 -2.804286 0.0 0.0 0.0 0.01
C 1.075820 2.562646 -1.621549 0.0 0.0 -0.1 0.01
C -1.686851 4.889789 -2.802859 -0.1 0.1 0.0 0.00
C -2.938967 -0.317535 -2.166473 0.0 0.0 0.1 0.00
```
Positions in Å, forces in eV/Å.

Properties
* energy above the lowest of the compared OMol25 structures with the same formula, charge and spin: 0.0 kJ/mol
* 2S+1: 6
* LUMO (spin up / spin down): -0.07649 / -0.18462 hartree
* total charge: +1



No. 2
C42H37F4N5O22 | ωB97M-V with the def2-TZVPD basis set

```
110
Properties=species:S:1:pos:R:3:forces:R:3:lowdin_charge:R:1
C 4.724841 3.598406 -1.852526 -0.3 -2.7 -1.9 -0.06
C 4.176098 -2.499202 4.996256 0.5 0.1 4.5 -0.01
H 3.535706 0.492564 -8.626703 0.2 -0.1 0.1 0.09
C 4.519298 0.961995 -5.286973 -1.4 -1.4 0.2 -0.01
O 4.162470 0.541054 -2.392465 -0.5 0.4 -2.2 0.05
H -8.460521 -5.672226 2.552518 -0.9 0.5 -0.2 0.11
H 5.146853 -2.174976 5.341120 0.2 0.1 -0.1 0.12
H 0.553245 0.475470 -0.598213 -0.2 0.4 -0.3 0.09
C -0.813490 -0.957535 2.645583 -0.8 -0.3 -0.2 -0.07
O -4.013476 -2.211057 0.096618 -0.6 -1.1 0.5 0.06
H 5.183572 2.640007 -2.095704 0.1 0.1 0.3 0.13
O -5.282022 -0.115318 1.936765 -0.2 6.0 -3.6 0.03
O 2.096720 2.274939 8.817083 0.6 1.6 -6.3 0.12
F 5.420275 5.620786 -2.133005 0.0 4.2 -1.7 0.11
N 3.554963 -2.571173 7.459807 1.8 0.8 0.7 -0.36
O 2.631034 4.525133 0.650774 3.0 -0.3 -2.0 0.12
C -5.185983 2.767600 -0.078449 -0.4 0.9 0.1 0.00
H -4.318620 3.173939 -0.598717 0.6 0.2 1.1 0.14
C 5.535591 4.677457 -1.245836 0.1 -2.5 0.4 -0.37
C 1.928605 -3.123878 5.688167 0.1 0.6 -0.5 0.01
H 3.123076 4.209111 5.137787 0.3 -0.4 0.1 0.17
O 2.819862 1.196205 0.369663 -1.0 -0.7 1.5 0.06
H 1.448830 1.685589 4.813231 -0.1 -0.2 0.2 0.13
N -4.538578 -3.285886 -0.170942 -0.2 -0.4 -0.8 -0.30
C 1.043809 0.108152 1.414249 -2.5 -2.3 2.0 -0.06
C -0.460913 -2.135264 -3.758360 -1.2 -0.1 -1.0 -0.13
C -5.551050 -3.949726 0.707393 0.0 -1.3 -0.1 -0.13
C -7.020205 -5.898655 1.079471 0.2 1.4 -1.7 -0.07
C 2.228253 0.261119 -6.843885 2.6 0.9 -1.5 -0.04
H 5.575211 0.932167 -7.129525 0.1 0.4 -0.1 0.09
C -5.593498 1.658766 -1.020969 -4.0 2.6 3.4 -0.44
H 1.324666 0.101132 -7.413386 -0.1 -0.2 0.1 0.10
H 1.463831 3.510721 -2.474098 0.2 0.4 1.7 0.13
C 4.595511 0.854289 -6.681720 -1.3 -0.5 -1.2 -0.07
C 0.523616 -0.638094 2.566929 1.7 3.3 -1.3 -0.01
C 2.658319 -3.250932 3.386385 0.0 -1.1 0.1 -0.08
C -7.769707 -5.119127 1.933426 -0.1 -2.2 1.0 -0.11
C 3.906518 -2.753863 3.723670 -0.4 -0.2 -1.9 -0.09
H -5.689165 -2.424884 2.159049 -0.5 0.5 -0.2 0.10
C -2.993136 -0.996355 -4.179222 -0.1 0.6 2.8 -0.07
H 0.759657 -3.903015 4.006931 -0.4 0.4 0.3 0.11
O 2.675527 -2.759624 8.238072 -2.0 -0.6 0.8 0.09
C -7.345625 -3.895511 2.265997 1.6 2.8 0.9 -0.06
C 3.591695 4.291377 -0.096229 -2.2 1.5 3.4 -0.57
H 2.614081 -3.793462 2.453583 -0.6 0.5 -0.5 0.11
H 4.669807 -2.635857 2.968781 0.0 0.0 -0.1 0.12
O 3.654678 3.396322 -0.981623 -1.9 -3.2 -1.8 0.07
H 1.120904 -3.090683 6.404341 0.2 -0.5 0.2 0.12
H -7.866663 -3.319042 3.016073 0.0 0.0 0.2 0.11
O 0.058893 3.319251 -3.689927 -0.3 0.0 -1.6 0.07
C -5.969281 -5.273267 0.427245 0.4 -0.6 -0.8 -0.01
O -0.980468 1.391996 -4.347444 1.8 2.7 3.7 0.11
O 2.239737 3.745718 6.943522 0.6 -1.2 1.9 0.11
C 3.233814 -2.770808 6.040809 -0.2 0.6 -2.1 -0.11
C 2.177053 0.309666 -5.460051 -0.2 0.2 0.7 -0.05
H -6.520749 1.912718 -1.534588 -0.8 -0.8 0.5 0.18
F -4.740053 1.610737 -1.931979 4.6 -1.5 -4.5 0.16
H -2.610753 -1.016214 -6.172037 0.6 -0.3 -0.5 0.11
H 1.148001 -0.562372 3.444889 0.0 -0.7 0.2 0.09
H 1.200311 0.171789 -5.020311 0.1 -0.2 0.3 0.09
O 4.668130 -2.225555 7.864301 -0.2 -0.2 -1.8 0.06
C -0.997268 -2.059677 -5.029557 0.1 2.1 -0.5 0.01
C -5.317590 0.880541 1.077861 0.6 -7.7 3.7 -0.50
O 2.608996 1.561406 6.558849 -1.2 -0.1 4.3 0.01
H -5.913200 3.564781 0.075649 0.0 -0.2 0.0 0.15
H -3.070608 -0.926427 -1.998180 -0.2 -0.3 0.0 0.08
C 1.647675 -3.377671 4.326039 1.1 -0.6 0.3 -0.07
O -1.104158 2.239613 -2.175795 1.9 -2.0 -0.1 0.11
H -0.933633 -1.913796 -1.700222 0.2 0.1 0.2 0.11
O -4.387942 -3.869616 -1.235695 0.3 0.4 0.4 0.08
C 2.317727 3.595984 5.542233 -0.5 -0.4 0.6 -0.28
C -1.299741 -1.754469 -2.703700 2.9 -1.7 1.6 -0.04
H -0.090313 3.220768 -0.516002 -0.6 -0.6 0.2 0.17
H 6.608867 4.576794 -1.084498 -0.2 -0.5 0.6 0.18
C 2.241716 2.548329 7.595557 0.7 -2.2 2.2 -0.34
O 2.115692 0.027875 -2.632418 0.6 0.8 -1.9 0.05
C -0.569590 3.370568 -1.483445 2.1 -1.8 -1.5 -0.33
C 0.452496 3.917253 -2.468899 0.8 -0.4 -0.5 -0.03
H -5.491276 -5.910416 -0.302100 0.4 0.5 -0.3 0.11
C 3.477975 0.513317 -7.548449 -0.7 0.3 3.9 -0.01
O 1.348548 -2.916722 -2.502396 -0.3 0.4 -1.9 0.08
O 3.140188 0.692401 2.450462 -1.9 -0.4 -1.0 0.05
N 0.967091 -2.524052 -3.610705 0.0 0.7 0.6 -0.30
F 1.178849 4.198162 5.169253 -1.1 0.1 -1.4 0.07
H 3.254377 1.863063 4.709507 -0.3 -0.4 -0.3 0.12
F -1.641599 4.087449 -1.446987 -2.5 3.3 1.2 0.12
C -1.726234 -0.718983 1.599208 1.4 0.0 0.2 -0.03
H 0.471763 5.006676 -2.498871 -0.2 -0.1 -0.2 0.15
C -2.525585 -1.270388 -2.864805 -1.9 1.4 -1.3 -0.07
H -1.852035 0.024263 -0.394916 0.1 -0.1 -0.2 0.09
H 4.213643 3.947901 -2.749538 0.7 0.2 -0.4 0.15
C -0.613408 2.199063 -3.456520 -3.0 -1.7 -2.9 -0.47
O -5.620577 0.575143 -0.178537 -1.1 -1.8 -1.2 0.16
C -6.154329 -3.304313 1.738770 -1.0 0.0 0.5 0.02
C 3.289915 0.589908 -4.656535 0.7 0.4 -0.6 -0.09
C -1.189577 -0.183258 0.432424 -1.5 -0.3 0.6 -0.08
N 3.179096 0.414327 -3.140502 -0.1 -0.9 1.9 -0.27
H -7.449745 -6.790707 0.648033 0.5 -0.5 0.5 0.11
H -0.355596 -2.202844 -5.886378 0.0 -0.4 -0.1 0.11
N 2.421070 0.709196 1.437360 1.1 0.1 -1.3 -0.29
O 4.814588 4.862585 -0.099194 0.8 3.3 2.8 0.16
C -2.211208 -1.322305 -5.216499 0.7 -1.5 -1.0 -0.08
C 2.358483 2.024392 5.309054 1.1 3.1 -1.3 -0.12
O -4.967374 2.102782 1.182395 0.7 2.3 0.7 0.14
C 0.121334 0.161402 0.340518 3.5 1.1 -0.3 -0.03
H -3.861346 -0.359443 -4.262573 -0.2 -0.2 -0.3 0.11
H 5.427144 1.133234 -4.727592 -0.1 0.1 0.2 0.11
H -2.778851 -0.951128 1.666190 0.0 0.0 0.2 0.08
H -1.172210 -1.360745 3.581072 -0.1 -0.1 0.1 0.11
O 1.668649 -2.284829 -4.604524 -0.4 -1.0 1.6 0.04
```
Positions in Å, forces in eV/Å.

Properties
* 2S+1: 1
* LUMO: -0.03253 hartree
* total charge: 0
* SMILES string: O=[N+]([O-])c1ccccc1.O=[N+]([O-])c1ccccc1.O=[N+]([O-])c1ccccc1.O=[N+]([O-])c1ccccc1.O=[N+]([O-])c1ccccc1.O=C1OC[C@@H](F)O1.O=C1OC[C@@H](F)O1.O=C1OC[C@@H](F)O1.O=C1OC[C@@H](F)O1